Here is 11 unconnected molecules or ions with the total composition C2H26N2O10 in a non-equilibrium geometry from the Open Molecules 2025 dataset. Energies are from ωB97M-V/def2-TZVPD.

Geometry as XYZ:
```
40
Properties=species:S:1:pos:R:3:forces:R:3:lowdin_charge:R:1
O -2.44460 1.32400 0.82605 -0.29 -0.67 0.31 -0.05
O -3.60150 1.51670 -1.65176 -0.46 0.15 -0.97 -0.05
O 0.16644 -3.19389 -2.06834 -0.55 -0.06 0.15 -0.06
O 1.72101 -2.93475 1.75846 1.28 0.03 -0.49 -0.05
O -1.74514 -0.37128 3.98332 -0.14 1.02 0.98 -0.05
O 2.29659 2.59947 -1.70057 0.43 -0.40 0.43 -0.05
O -0.42996 2.87348 -1.48767 -0.88 -0.48 2.55 -0.05
O -3.29050 -1.26131 1.82639 0.26 0.81 -0.52 -0.07
O 2.60750 -1.22170 -2.56578 -0.16 -0.04 0.26 -0.09
O 3.47722 -0.12519 -0.17418 -0.15 0.14 -0.50 -0.03
N 0.49732 0.01542 2.13997 -0.19 -0.15 -0.72 0.05
N 0.13424 -0.08369 -1.49701 -0.39 -1.01 -0.10 0.03
C -0.09130 -0.46082 -0.14824 1.59 1.57 0.25 -0.19
C 0.41490 0.38485 0.77091 0.12 -0.97 -0.29 -0.24
H -2.86114 2.10420 1.19588 0.36 0.42 -0.13 0.08
H -0.42811 -0.33208 2.33191 0.19 0.22 0.61 0.03
H -1.75062 1.53207 0.18410 0.09 0.51 0.33 0.03
H 4.40856 0.04926 -0.01605 -0.08 0.01 0.37 0.06
H 0.73770 0.73130 2.80747 -0.22 0.20 -0.15 0.09
H -4.13259 -1.16317 1.37902 -0.53 -0.47 0.05 0.05
H 1.82807 -0.67720 -2.35544 -0.14 -0.19 -0.25 -0.02
H 0.51429 2.97394 -1.28399 0.01 0.20 -1.45 0.01
H 2.95101 0.08341 0.60003 0.24 -0.04 0.37 0.03
H 2.51327 1.65061 -1.70871 -0.11 0.02 -0.15 0.04
H 1.07760 -3.55715 2.07304 -0.74 0.09 0.12 0.03
H 0.87796 1.29188 0.39638 0.05 0.15 0.40 0.10
H 2.87778 -1.43155 -1.66001 0.39 0.02 -0.24 0.00
H 3.02513 2.94991 -1.17190 -0.12 0.22 -0.12 0.07
H 1.36569 -2.06029 1.57850 -0.51 -0.05 0.44 -0.02
H -1.18197 -1.01316 3.57142 -0.25 -0.75 -0.12 0.01
H -0.42272 -1.45188 0.13197 -0.34 -0.02 -0.38 0.12
H -0.78191 2.90650 -2.35894 0.70 0.44 -1.16 0.04
H 0.82843 -3.46942 -2.70484 0.26 0.15 -0.03 0.04
H -3.50771 1.47158 -0.70482 0.13 -0.20 0.49 -0.02
H -2.71914 1.37789 -1.99940 0.11 -0.09 0.01 0.01
H 0.22734 0.91575 -1.59384 -0.45 0.05 -0.23 0.03
H -2.84333 -0.49491 1.41355 0.19 -0.26 0.16 0.00
H -2.48675 -0.15706 3.40565 0.10 -0.63 -0.08 0.01
H 0.64862 -2.76726 -1.35506 0.29 -0.09 -0.12 0.00
H -0.47769 -0.52446 -2.16747 -0.08 0.13 -0.08 0.09
```
Positions in Å, forces in eV/Å.

The value obtained for the max |F| is 0.053 hartree/bohr. Its total charge is 0. The LUMO energy comes out at -0.07 eV. As for the energy above the lowest of the compared OMol25 structures with the same formula, charge and spin: 21.9 kcal per mole. As for the SMILES: N/C=C/N.O.O.O.O.O.O.O.O.O.O. The calculation puts the HOMO energy at -0.2990 hartree.

***

Here is a single C3H6O2 molecule in a non-equilibrium geometry from the Open Molecules 2025 dataset. Energies are from ωB97M-V/def2-TZVPD.

Geometry as XYZ:
```
11
Properties=species:S:1:pos:R:3:forces:R:3:lowdin_charge:R:1
O -1.68782 0.74442 0.52211 -1.63 -1.64 -2.20 0.02
O -0.57625 -1.04977 -0.04363 -4.23 -2.44 -3.27 -0.11
C 0.89823 0.80097 -0.20973 2.30 -6.40 -0.64 -0.03
C 0.56931 -0.61532 0.52164 2.87 1.18 -0.72 -0.23
C -1.65263 -0.23845 -0.22719 0.90 1.70 2.59 -0.27
H 1.23105 0.37766 -1.19924 -0.20 0.99 0.69 0.10
H 1.39860 -1.39230 0.05452 -1.87 1.87 2.01 0.17
H 0.43118 -0.62514 1.64280 0.77 0.21 -1.11 0.13
H -2.43592 -0.53262 -1.05085 1.69 0.25 1.63 0.18
H 0.11306 1.39901 -0.32037 -2.76 2.58 -0.04 0.00
H 1.71120 1.13155 0.30995 2.16 1.70 1.04 0.04
```
Positions in Å, forces in eV/Å.

The value obtained for the max |F| is 0.133 hartree/bohr. Its total charge is 0. The LUMO energy comes out at 0.99 eV. As for the energy above the lowest of the compared OMol25 structures with the same formula, charge and spin: 53.9 kcal per mole. As for the SMILES: CCOC=O. The calculation puts the HOMO energy at -0.3878 hartree.

***

Here is a molecular structure, C31H48IrO3P2 in a non-equilibrium geometry from the Open Molecules 2025 dataset. Energies are from ωB97M-V/def2-TZVPD.

Geometry as XYZ:
```
85
Properties=species:S:1:pos:R:3:forces:R:3:lowdin_spin:R:1
Ir 0.51039 0.32125 1.32412 -2.87 1.38 4.99 0.36
P -0.89571 -0.33807 -5.84377 -0.05 -1.38 -1.45 0.32
P -0.55048 2.42814 -7.40627 0.09 -0.84 -2.44 0.36
O -1.40758 -1.22915 3.31894 -1.14 -1.67 -0.56 0.68
O -0.41570 0.15397 6.17558 0.09 -1.08 1.95 0.19
O -2.77307 -2.89497 3.65986 1.18 0.55 0.00 0.36
C 1.22107 -0.99076 4.45155 -0.69 -0.86 -0.02 0.02
C 2.40160 3.03400 1.56842 0.02 0.23 0.02 0.00
C -0.14433 1.09528 3.52734 0.88 0.05 0.03 0.09
C 2.24217 -1.27025 -0.41490 0.75 -0.31 -0.03 0.01
C 1.11127 2.48021 -8.21706 0.26 0.16 1.04 0.05
C 0.54187 -1.78945 1.33818 -0.61 -0.54 -0.06 0.02
C 0.46852 -1.53381 -5.51357 0.15 0.70 0.48 0.05
C -0.72415 -1.43317 -0.88385 -0.22 -0.27 0.11 0.01
C -2.35009 -1.42949 -5.52361 -0.17 0.73 0.63 0.05
C 1.83464 -2.21687 0.71974 0.13 -0.16 -0.06 0.01
C -0.91571 -0.38385 -7.72026 0.16 0.58 -0.12 0.02
C -0.36063 -0.10666 -1.52423 -0.55 0.53 -0.19 0.01
C -0.60685 -1.30888 0.63330 0.07 -2.01 -0.27 0.06
C -1.44262 1.06010 4.22512 -0.89 -0.38 -0.80 0.06
C -0.86960 -1.24236 8.01917 -1.10 -1.99 -0.25 0.07
C 1.81407 0.14999 -0.14646 0.26 0.82 -1.64 0.06
C 0.52059 0.72623 -0.61305 2.23 -0.31 -1.94 0.04
C -1.65011 -1.93737 5.73725 -2.52 -3.16 -4.29 0.30
C 2.06156 0.79317 2.86075 -0.26 0.15 -0.72 0.07
C -2.11003 -3.28745 7.77153 -0.97 -1.29 -1.08 0.37
C 0.21717 2.21795 2.73041 1.10 0.20 -0.40 0.11
C 3.45424 0.25680 2.73532 0.02 0.31 0.27 0.01
C 1.55909 2.02050 2.27421 0.49 0.43 0.10 0.02
C -1.25224 0.97309 -8.35952 -0.38 -0.26 0.64 0.02
C -0.59416 3.46178 2.56542 -0.09 -0.20 -0.35 0.02
C -0.99329 -1.00781 6.61567 1.56 1.83 1.88 0.37
C 0.99884 0.22082 3.63061 0.33 0.60 -0.26 0.03
C -1.36713 3.80588 -8.31631 -0.22 0.24 1.03 0.06
C -1.95253 -2.09289 4.13723 0.15 1.21 4.14 0.13
C -1.43102 -2.38524 8.60146 2.17 3.09 1.86 0.29
C -2.20355 -3.05338 6.39686 -0.66 -0.82 0.14 0.10
H -1.27143 0.48025 -1.67027 -0.08 -0.08 -0.08 0.00
H 0.07619 -0.73135 -8.05087 -0.32 0.10 0.14 0.00
H -1.30932 -2.51765 9.69234 -0.24 -0.12 -0.90 0.01
H -2.34477 1.11486 -8.40007 0.35 -0.03 -0.04 0.00
H 2.62476 0.87167 -0.00693 -0.17 -0.31 -0.30 0.00
H 0.35674 -2.23395 2.31658 0.03 0.38 -0.17 0.00
H -0.32656 -0.51377 8.60707 -0.04 0.02 0.15 0.00
H 0.00563 0.50132 6.98121 0.02 0.30 -0.38 0.00
H 3.48790 -0.82038 2.92908 0.05 0.31 -0.04 0.00
H 0.61135 1.78317 -0.89021 -0.24 -0.17 0.21 0.01
H 1.62022 3.39276 -7.88121 0.05 -0.25 -0.18 0.00
H -0.50822 4.10903 3.45233 0.05 -0.28 -0.17 0.01
H 3.88719 0.46425 1.74709 -0.12 -0.06 0.32 0.00
H -1.49783 1.69096 5.11289 -0.04 0.32 -0.51 0.01
H 0.26631 -1.49090 4.53915 0.23 -0.17 0.31 0.01
H 1.70247 1.61339 -7.89660 -0.04 0.23 -0.15 0.00
H -2.25767 -2.36867 -6.08319 0.13 0.26 0.11 0.01
H -1.66552 -1.13702 -8.00656 0.33 0.17 0.04 0.01
H -2.42843 3.82796 -8.04144 0.21 0.11 -0.15 0.00
H 1.84868 -1.62600 -1.36767 0.10 0.09 -0.03 0.00
H 1.84598 -1.75511 3.97874 0.35 0.49 0.08 0.00
H -1.55122 -1.52761 1.15126 0.41 0.66 -0.02 0.01
H 2.91466 3.69659 2.28038 -0.16 -0.20 -0.10 0.00
H 4.06761 0.76566 3.48884 0.14 -0.19 -0.15 0.00
H 1.42242 -1.06602 -5.78861 -0.16 -0.22 0.10 0.00
H -0.23382 4.03050 1.70141 -0.25 -0.05 0.19 0.00
H 1.01734 2.48974 -9.31039 -0.18 0.01 0.30 0.01
H 1.54372 -0.75014 5.46879 0.35 -0.11 -0.42 0.00
H -0.85001 1.03212 -9.38273 -0.20 0.11 0.28 0.01
H 1.78222 3.66492 0.92724 0.16 -0.04 -0.04 0.00
H -0.10867 -2.26450 -1.26131 -0.16 0.26 0.18 0.00
H -2.55227 -4.18210 8.25385 0.22 0.59 -0.72 0.01
H -1.76477 -1.69121 -1.12226 0.27 0.02 0.05 0.00
H -2.39951 -1.63319 -4.44617 -0.14 -0.06 -0.27 0.00
H -1.54673 0.04793 4.55918 -0.63 0.38 0.25 0.02
H -3.26388 -0.90271 -5.82778 0.16 -0.22 0.12 0.00
H -2.76490 -3.81685 5.82142 0.53 0.75 0.16 0.00
H 0.32208 -2.45508 -6.08898 -0.08 0.21 0.09 0.01
H -1.26225 3.68755 -9.40016 0.10 -0.16 0.23 0.01
H 2.59641 -2.21800 1.51567 -0.18 -0.03 -0.33 0.00
H 0.05619 -0.25992 -2.52748 0.26 0.20 0.10 0.00
H -1.65056 3.20369 2.43712 0.16 0.23 -0.03 0.00
H 1.74715 -3.25668 0.37818 0.07 0.11 -0.05 0.00
H 3.33282 -1.26878 -0.48073 -0.07 -0.15 -0.24 0.00
H -2.27636 1.20042 3.52664 0.17 0.42 0.16 0.00
H -0.90134 4.74456 -7.99441 -0.18 -0.10 -0.19 0.00
H 3.17649 2.56176 0.96228 -0.06 0.10 0.01 0.00
H 0.47696 -1.75481 -4.43789 0.11 -0.08 -0.29 0.00
```
Positions in Å, forces in eV/Å.

The value obtained for the max |F| is 0.115 hartree/bohr. Its total charge is +2. The LUMO energy (spin up / spin down) comes out at -3.90 / -8.45 eV. The spin multiplicity is 6. The calculation puts the HOMO energy (spin up / spin down) at -0.3366 / -0.4958 hartree.

***

Here is a gas-phase ion, C10H13N4S (charge +1) in a non-equilibrium geometry from the Open Molecules 2025 dataset. Energies are from ωB97M-V/def2-TZVPD.

Geometry as XYZ:
```
28
Properties=species:S:1:pos:R:3:forces:R:3:lowdin_spin:R:1
S 0.70572 2.40963 1.68790 -0.13 -0.58 0.15 0.28
N 0.78343 -3.58078 -0.25182 2.12 0.00 1.02 0.03
N 2.62448 -0.54070 3.72298 0.48 0.21 0.62 0.25
N -0.40147 0.83035 -0.08712 -0.52 -3.60 1.46 0.05
N 0.71292 -1.80118 1.02196 -0.99 0.95 1.41 0.08
C -0.56795 3.08908 0.57446 -0.25 -0.58 -1.42 0.03
C 1.03814 -0.67664 1.73356 -0.49 3.91 -0.79 0.49
C 1.90906 -0.56511 2.81839 -0.82 -0.65 -1.28 0.07
C 0.33437 0.87631 -1.36288 1.03 3.47 -2.22 0.03
C -1.46809 1.90814 0.17829 1.39 -1.05 0.98 0.02
C 1.49830 -2.77829 0.53358 0.07 -0.32 -2.38 0.04
C 0.50682 0.82501 1.02925 1.26 -1.32 2.09 0.57
C -0.60685 -2.05890 0.62308 0.55 0.31 0.38 0.02
C -0.40702 0.13453 -2.45281 -1.83 -0.35 0.33 0.00
C -0.46726 -3.16792 -0.13047 -3.24 -1.67 -2.68 0.03
H 0.37444 2.07604 -1.66336 0.31 -3.19 0.68 0.00
H -1.45075 -1.57625 1.07746 -0.17 -0.02 0.20 0.00
H -1.45663 0.59073 -2.70936 1.97 -0.88 0.60 0.00
H 1.40966 0.50916 -1.23544 -1.66 0.51 0.06 0.00
H -0.51820 -0.93161 -2.11780 -0.14 0.83 -0.51 0.00
H -1.20211 3.85945 1.03632 0.77 0.08 -0.27 0.00
H -1.23822 -3.68427 -0.79723 0.88 0.81 1.51 0.00
H 0.18282 0.13529 -3.35191 0.17 0.03 -0.40 0.00
H -2.14081 1.49970 0.99679 0.65 0.69 -1.26 0.00
H 2.54448 -2.60252 0.36537 0.43 -0.38 0.73 0.00
H -0.06768 3.33393 -0.43015 -0.69 0.68 1.92 0.00
H -0.76299 -0.21981 -0.01829 -0.03 2.08 -0.62 0.00
H -1.86861 2.10663 -0.79074 -1.10 0.04 -0.33 0.00
```
Positions in Å, forces in eV/Å.

The value obtained for the max |F| is 0.088 hartree/bohr. Its total charge is +1. The LUMO energy (spin up / spin down) comes out at -2.81 / -6.08 eV. As for the energy above the lowest of the compared OMol25 structures with the same formula, charge and spin: 0.0 kcal per mole. The spin multiplicity is 3. The calculation puts the HOMO energy (spin up / spin down) at -0.4154 / -0.4893 hartree.

***

Here is a single C4H9NO3 molecule in a non-equilibrium geometry from the Open Molecules 2025 dataset. Energies are from ωB97M-V/def2-TZVPD.

Geometry as XYZ:
```
17
Properties=species:S:1:pos:R:3:forces:R:3:lowdin_charge:R:1
O -0.58839 1.68290 0.11117 -0.03 0.21 0.08 0.05
O -2.15930 0.12622 -1.37929 -0.02 -0.01 -0.02 0.07
O -0.39789 -0.04630 1.62226 2.25 2.05 0.49 0.02
N -1.95019 -1.58484 0.10435 -0.17 -0.50 0.28 0.20
C 0.92906 -0.22215 -0.40269 -1.41 0.43 -0.38 -0.14
C -0.45481 0.31866 0.28527 1.26 -1.70 -2.22 -0.56
C -1.62024 -0.39948 -0.42264 0.10 0.59 0.32 -0.47
C 2.14474 0.64662 -0.12289 -0.36 -0.11 0.24 -0.10
H 1.90332 1.69554 -0.27788 0.06 0.07 -0.03 0.08
H -1.53698 -1.85659 0.98214 -0.03 0.09 -0.04 0.11
H -2.81856 -2.02087 -0.16040 0.10 0.02 -0.18 0.12
H 2.96675 0.37025 -0.78144 0.03 0.00 0.07 0.08
H 1.10373 -1.26735 -0.12911 -0.18 0.15 0.25 0.11
H 0.73977 -0.24129 -1.47676 -0.02 0.14 -0.12 0.11
H 2.47395 0.50857 0.90638 0.23 0.11 0.12 0.07
H -1.20273 1.81486 -0.63065 -0.02 -0.09 0.05 0.11
H 0.46777 0.47525 1.77218 -1.81 -1.44 1.09 0.14
```
Positions in Å, forces in eV/Å.

The value obtained for the max |F| is 0.060 hartree/bohr. Its total charge is 0. The LUMO energy comes out at 0.77 eV. As for the energy above the lowest of the compared OMol25 structures with the same formula, charge and spin: 14.6 kcal per mole. As for the SMILES: CCC(O)(O)C(N)=O. The calculation puts the HOMO energy at -0.3657 hartree.

***

Question: Which formula does entry 5 have?
Answer: C4H9NO3

***

Question: Which of these has the highest total charge?
Answer: C31H48IrO3P2

***

Question: total charge of number 1 (C2H26N2O10)?
Answer: 0